# C4H4NdO

A structure of composition C4H4NdO (ωB97M-V/def2-TZVPD, the Open Molecules 2025 dataset).

Geometry as ORCA input:
```
! RIJCOSX wB97M-V def2-TZVPD def2/J DEFGRID3
* xyz 0 5
H -1.269 2.519 0.860
C -0.804 1.734 0.257
C -1.316 0.557 0.141
C -1.331 -0.790 -0.054
H -1.769 -1.181 -0.979
H -1.530 -1.443 0.803
C 1.684 -0.765 -0.487
O 2.334 -0.686 0.615
Nd 2.131 1.773 -0.103
H 1.871 -1.720 -1.053
*
```

Summary:
* molar mass: 212.3 g mol⁻¹
* HOMO level (alpha / beta): -6.423 / -6.423 eV
* expectation value of S²: 6.006
* orbital gap (alpha / beta): 5.26 / 5.26 eV
* calculated total energy: -21529.7694 eV